Record 1
DFT (ωB97M-V/def2-TZVPD) results for a gas-phase ion, C5H15N2O (charge +1).

```
23
Properties=species:S:1:pos:R:3:forces:R:3:lowdin_charge:R:1
C -1.759516 -0.017605 -2.089182 -1.039 1.775 -1.946 -0.125
N -0.429612 -0.549368 -2.003960 0.651 -1.188 1.054 -0.128
C 0.371933 0.007315 -0.922661 -0.830 1.182 -0.210 -0.187
C -0.054093 -0.563778 0.453368 2.088 -0.034 -1.413 -0.247
N 0.064319 -2.066702 0.215350 -1.240 -0.080 0.382 0.215
C 0.850275 -0.104497 1.624300 -1.961 -0.444 -1.014 -0.105
C 0.499155 1.323362 1.991704 -0.120 0.523 0.746 -0.234
O 0.572080 2.185012 0.855739 0.190 -0.708 0.397 -0.058
H -1.858901 0.827182 -2.798424 0.671 0.142 0.073 0.089
H -2.462516 -0.676679 -2.605516 -0.079 -0.549 0.963 0.085
H -2.134761 0.495684 -1.195568 0.086 -0.975 0.226 0.092
H 0.054374 -0.648361 -2.885033 -0.106 0.236 0.115 0.125
H 0.305678 1.089379 -0.920561 -0.504 0.213 0.378 0.110
H 1.436691 -0.062762 -1.056936 0.585 -0.949 -0.242 0.131
H -1.089525 -0.413166 0.636299 -0.915 0.261 0.266 0.140
H -0.550995 -2.295657 -0.571514 0.206 0.411 -0.666 0.152
H -0.365931 -2.574977 0.980754 0.595 -0.344 0.486 0.167
H 0.991743 -2.399085 -0.038728 0.178 0.035 0.347 0.177
H 0.608883 -0.809109 2.425102 0.504 0.369 0.382 0.129
H 1.862328 -0.186561 1.278291 0.723 -0.054 0.191 0.122
H 1.166345 1.686803 2.776135 0.335 -0.202 -0.089 0.128
H -0.489539 1.452534 2.451377 -0.134 -0.619 -0.218 0.130
H 0.733437 3.030384 1.253744 0.116 1.000 -0.210 0.092
```
Positions in Å, forces in eV/Å.

As for the frontier orbital gap: 9.424 eV. The net charge is +1. As for the spin multiplicity: 1. For the maximum force, the calculation gives 2.83 eV/A. The energy above the lowest of the compared OMol25 structures with the same formula, charge and spin comes out at 1.7314 eV. The total energy comes out at -10448.8295 eV.

***

Record 2
DFT (ωB97M-V/def2-TZVPD) results for 2 unconnected molecules or ions with the total composition C5H15N2O.

```
23
Properties=species:S:1:pos:R:3:forces:R:3:lowdin_charge:R:1
C -0.427679 -2.828285 -0.271846 1.279 -1.520 -0.649 -0.111
C 1.067899 -2.299975 -0.088346 -2.199 -0.227 -0.002 -0.233
C 1.047127 -1.126770 0.910375 -0.345 0.809 -1.209 -0.178
C 0.052942 0.065952 0.529049 -0.262 -2.673 0.544 -0.176
N 0.383223 2.946772 -0.206242 0.534 2.193 -0.529 0.146
C 0.443278 1.966941 -1.058533 -0.230 -2.317 -0.808 -0.151
N 0.383929 0.661397 -0.752718 0.070 1.182 -1.813 0.058
H -1.214350 -2.578318 0.452834 0.655 0.056 0.163 0.068
H -0.755930 -2.471686 -1.244580 -0.410 -0.172 -0.103 0.054
H -0.342552 -3.957239 -0.327575 -0.515 1.299 -0.046 0.091
H 1.675186 -3.168348 0.252158 -0.104 1.023 -0.132 0.114
H 1.382547 -2.000798 -1.121266 0.249 -0.198 1.006 0.101
H 0.624815 -1.446348 1.857376 0.511 -0.295 0.303 0.112
H 2.071428 -0.757932 0.971507 -0.115 0.300 0.602 0.109
H -0.046793 0.688286 1.432632 0.464 0.540 -0.941 0.122
H -0.966708 -0.394200 0.409463 0.855 0.426 0.072 0.121
H 0.009559 2.876753 0.751484 0.444 -0.236 -0.974 0.126
H 0.403634 3.901605 -0.637290 0.012 -1.345 0.896 0.165
H 0.506334 2.173998 -2.160510 0.282 0.057 1.344 0.180
H 0.429665 0.003212 -1.592483 -0.121 1.260 1.862 0.189
H -2.310215 3.372695 0.505900 0.611 -1.883 -0.547 0.111
H -2.456514 1.939095 1.042550 0.347 0.311 -0.826 0.082
O -1.960814 2.433184 0.346058 -2.011 1.411 1.788 -0.099
```
Positions in Å, forces in eV/Å.

As for the frontier orbital gap: 11.185 eV. The net charge is +1. As for the spin multiplicity: 1. For the maximum force, the calculation gives 3.04 eV/A. The energy above the lowest of the compared OMol25 structures with the same formula, charge and spin comes out at 1.2833 eV. The total energy comes out at -10449.2776 eV.

***

Please write out number 2 again, unchanged.
DFT (ωB97M-V/def2-TZVPD) results for 2 unconnected molecules or ions with the total composition C5H15N2O.

```
23
Properties=species:S:1:pos:R:3:forces:R:3:lowdin_charge:R:1
C -0.427679 -2.828285 -0.271846 1.279 -1.520 -0.649 -0.111
C 1.067899 -2.299975 -0.088346 -2.199 -0.227 -0.002 -0.233
C 1.047127 -1.126770 0.910375 -0.345 0.809 -1.209 -0.178
C 0.052942 0.065952 0.529049 -0.262 -2.673 0.544 -0.176
N 0.383223 2.946772 -0.206242 0.534 2.193 -0.529 0.146
C 0.443278 1.966941 -1.058533 -0.230 -2.317 -0.808 -0.151
N 0.383929 0.661397 -0.752718 0.070 1.182 -1.813 0.058
H -1.214350 -2.578318 0.452834 0.655 0.056 0.163 0.068
H -0.755930 -2.471686 -1.244580 -0.410 -0.172 -0.103 0.054
H -0.342552 -3.957239 -0.327575 -0.515 1.299 -0.046 0.091
H 1.675186 -3.168348 0.252158 -0.104 1.023 -0.132 0.114
H 1.382547 -2.000798 -1.121266 0.249 -0.198 1.006 0.101
H 0.624815 -1.446348 1.857376 0.511 -0.295 0.303 0.112
H 2.071428 -0.757932 0.971507 -0.115 0.300 0.602 0.109
H -0.046793 0.688286 1.432632 0.464 0.540 -0.941 0.122
H -0.966708 -0.394200 0.409463 0.855 0.426 0.072 0.121
H 0.009559 2.876753 0.751484 0.444 -0.236 -0.974 0.126
H 0.403634 3.901605 -0.637290 0.012 -1.345 0.896 0.165
H 0.506334 2.173998 -2.160510 0.282 0.057 1.344 0.180
H 0.429665 0.003212 -1.592483 -0.121 1.260 1.862 0.189
H -2.310215 3.372695 0.505900 0.611 -1.883 -0.547 0.111
H -2.456514 1.939095 1.042550 0.347 0.311 -0.826 0.082
O -1.960814 2.433184 0.346058 -2.011 1.411 1.788 -0.099
```
Positions in Å, forces in eV/Å.

As for the frontier orbital gap: 11.185 eV. The net charge is +1. As for the spin multiplicity: 1. For the maximum force, the calculation gives 3.04 eV/A. The energy above the lowest of the compared OMol25 structures with the same formula, charge and spin comes out at 1.2833 eV. The total energy comes out at -10449.2776 eV.